(1)
Computed, not measured: a structure of composition C4H7NO2, with wB97M-V/def2-TZVPD.

Geometry as XYZ:
```
14
Properties=species:S:1:pos:R:3:forces:R:3:mulliken_charge:R:1
C -1.619668 -0.847328 -0.306026 -0.083 -0.102 -0.028 -0.93
N -0.520016 0.043417 0.059372 0.087 0.055 0.015 0.02
C -0.816766 1.237564 0.724380 -0.213 0.097 0.109 0.02
O -1.933231 1.539418 1.059751 0.423 -0.134 -0.152 -0.49
C 0.760615 -0.249353 -0.279959 0.036 0.085 0.066 1.00
O 0.992794 -1.227799 -1.089404 0.122 0.068 0.090 -0.56
C 2.007077 0.282940 0.175776 -0.114 0.273 0.211 -1.46
H -2.389799 -0.768594 0.462000 0.097 -0.023 -0.118 0.33
H -2.042644 -0.557254 -1.271233 0.047 -0.047 0.133 0.31
H -1.233792 -1.864493 -0.373377 -0.070 0.148 0.009 0.36
H 0.075578 1.858582 0.895619 -0.100 -0.077 -0.021 0.32
H 2.525702 0.841798 -0.605599 -0.065 -0.134 0.060 0.31
H 2.101651 -1.020507 -0.615239 -0.138 -0.163 -0.209 0.46
H 2.092503 0.731605 1.163940 -0.029 -0.047 -0.164 0.31
```
Positions in Å, forces in eV/Å.

Calculated values
lowest unoccupied orbital energy = 0.6 eV
HOMO energy = -8.82 eV
max |F| = 0.0091 hartree/bohr
net charge = 0
HOMO-LUMO gap = 0.3480 hartree

***

(2)
Computed, not measured: a structure of composition C4H7NO2 at a distorted geometry, with wB97M-V/def2-TZVPD.

Geometry as XYZ:
```
14
Properties=species:S:1:pos:R:3:forces:R:3:mulliken_charge:R:1
C -0.577089 1.606115 -0.255783 -0.072 -0.534 -0.337 -0.97
C 0.499797 0.638465 -0.667724 1.243 1.702 1.142 0.80
C 0.342208 -1.365129 0.004237 -0.705 -1.434 2.117 -0.42
C -0.486153 -1.855100 0.979439 2.070 0.160 -0.836 -0.15
O 0.941982 -0.146675 0.495829 -0.313 0.190 -2.888 -0.46
O -0.506368 -1.167926 2.103304 0.943 2.615 -0.464 -0.61
N 1.214057 0.601428 -1.696811 -0.189 -0.520 0.398 -0.67
H 0.227088 -0.266245 1.726833 -2.143 -2.652 0.962 0.51
H 0.873956 1.178466 -2.459335 -0.163 0.100 0.198 0.25
H 0.873980 -1.913948 -0.751109 -0.227 0.223 -0.302 0.40
H -0.913450 -2.849365 0.952353 -0.326 0.165 -0.018 0.39
H -1.016694 2.066003 -1.139757 -0.080 0.009 0.114 0.37
H -1.332720 1.093015 0.334253 -0.173 -0.003 -0.060 0.29
H -0.140595 2.380894 0.374272 0.135 -0.023 -0.025 0.27
```
Positions in Å, forces in eV/Å.

Calculated values
lowest unoccupied orbital energy = 0.8 eV
HOMO energy = -8.43 eV
max |F| = 0.0689 hartree/bohr
net charge = 0
HOMO-LUMO gap = 0.3387 hartree

***

(3)
Computed, not measured: an isolated molecule of C4H7NO2 at a distorted geometry, with wB97M-V/def2-TZVPD.

Geometry as XYZ:
```
14
Properties=species:S:1:pos:R:3:forces:R:3:mulliken_charge:R:1
C -0.634256 -0.241061 -0.358707 0.326 0.351 5.588 0.16
C 0.454025 0.690210 -0.545946 -0.228 1.506 -5.645 0.42
C -0.808595 -1.070666 1.994417 -0.742 0.053 -0.187 -0.26
C 1.258985 1.542817 0.055738 -0.147 -0.744 0.313 -0.73
O -0.297419 -1.535272 -0.717540 -0.503 0.041 -0.067 -0.51
O 0.306829 0.722383 -2.153985 1.601 0.230 2.611 -0.58
N -0.712522 0.023231 1.359755 -0.816 -2.087 -2.345 -0.51
H -0.525153 -1.613493 -1.658376 0.158 -0.074 0.300 0.36
H 1.213027 0.777434 -2.499640 -0.360 0.068 0.025 0.30
H -1.611167 0.097136 -0.699459 0.193 0.096 -0.103 0.31
H -0.812909 -2.071048 1.527860 0.122 0.378 -0.018 0.19
H -1.066030 -1.059555 3.065608 0.584 0.209 -0.229 0.26
H 1.271774 1.598696 1.139589 -0.006 -0.064 -0.201 0.32
H 1.963411 2.139188 -0.509313 -0.183 0.037 -0.042 0.26
```
Positions in Å, forces in eV/Å.

Calculated values
lowest unoccupied orbital energy = 0.7 eV
HOMO energy = -9.45 eV
max |F| = 0.1137 hartree/bohr
net charge = 0
HOMO-LUMO gap = 0.3749 hartree

***

(4)
Computed, not measured: an isolated molecule of C4H7NO2, with wB97M-V/def2-TZVPD.

Geometry as XYZ:
```
14
Properties=species:S:1:pos:R:3:forces:R:3:mulliken_charge:R:1
C -0.650997 0.392848 1.528041 -0.044 -0.021 -0.072 -1.09
C 0.679309 0.040212 0.946747 -0.053 0.114 0.196 0.16
C 0.908838 -1.179430 0.185422 0.266 0.121 0.147 0.23
O 0.552499 -1.944361 1.162617 -0.026 -0.099 -0.120 -0.62
C 0.048968 0.340045 -1.189427 -0.185 -0.185 -0.368 -0.16
O 0.024739 -0.958076 -1.071727 -0.064 0.243 -0.012 -0.35
N -0.541367 0.772795 -2.300136 0.054 0.037 0.119 -0.23
H -1.457349 -0.142335 1.025907 0.110 0.083 0.067 0.25
H -0.666412 0.139484 2.592567 0.038 0.036 -0.134 0.36
H -0.807656 1.472233 1.436329 0.053 -0.127 0.020 0.35
H 1.546081 0.502240 1.424635 -0.094 -0.081 -0.094 0.28
H 1.900847 -1.331670 -0.274197 -0.141 -0.004 0.081 0.34
H -0.582514 1.759970 -2.492195 0.014 -0.155 0.070 0.25
H -0.954986 0.136046 -2.974584 0.071 0.041 0.100 0.23
```
Positions in Å, forces in eV/Å.

Calculated values
lowest unoccupied orbital energy (alpha / beta) = 0.3 / 0.3 eV
HOMO energy (alpha / beta) = -8.51 / -8.51 eV
max |F| = 0.0088 hartree/bohr
net charge = 0
HOMO-LUMO gap (alpha / beta) = 0.3244 / 0.3244 hartree

***

(5)
Computed, not measured: an isolated molecule of C4H7NO2, with wB97M-V/def2-TZVPD.

Geometry as XYZ:
```
14
Properties=species:S:1:pos:R:3:forces:R:3:mulliken_charge:R:1
C 0.360436 1.441710 -0.842731 0.020 0.061 -0.005 -1.10
C 0.375182 0.154566 -0.071564 0.126 -0.090 0.202 0.49
N 1.141588 -0.086558 0.920341 -0.477 -0.092 -0.436 -0.52
O 1.972042 0.993782 1.187642 0.240 0.070 0.204 -0.39
C -0.551916 -0.945557 -0.483710 0.229 -0.073 -0.021 0.14
C -1.460998 -1.581882 0.466031 0.054 -0.227 0.233 -0.39
O -1.934607 -0.613728 -0.461208 -0.150 0.157 -0.118 -0.42
H 1.340650 1.627308 -1.294120 -0.122 -0.025 0.055 0.35
H -0.406771 1.427036 -1.620189 0.113 -0.048 0.133 0.33
H 0.159724 2.275894 -0.163617 0.033 -0.089 -0.091 0.30
H 2.491214 0.680559 1.939287 -0.089 0.092 -0.136 0.38
H -0.243456 -1.509008 -1.368806 -0.065 0.124 0.142 0.32
H -1.801593 -2.601322 0.286034 0.067 0.174 0.012 0.26
H -1.441495 -1.262801 1.506610 0.021 -0.034 -0.173 0.25
```
Positions in Å, forces in eV/Å.

Calculated values
lowest unoccupied orbital energy = 1.0 eV
HOMO energy = -9.85 eV
max |F| = 0.0127 hartree/bohr
net charge = 0
HOMO-LUMO gap = 0.3980 hartree

***

(6)
Computed, not measured: an isolated molecule of C4H7NO2, with wB97M-V/def2-TZVPD.

Geometry as XYZ:
```
14
Properties=species:S:1:pos:R:3:forces:R:3:mulliken_charge:R:1
O 3.365603 0.321862 1.236349 -0.110 0.040 -0.178 -0.55
C 2.540030 0.143026 0.366605 0.127 -0.093 0.188 0.03
N 1.219792 -0.072450 0.619260 0.405 0.132 0.164 -0.13
C 0.192394 -0.087439 -0.399124 -0.607 0.342 -0.058 -0.43
C -1.182394 -0.250356 0.243492 0.637 -0.350 0.204 -0.60
C -2.321875 0.129780 -0.649986 -0.452 -0.125 0.057 -0.01
O -2.232848 0.750002 -1.674020 0.195 0.024 -0.035 -0.46
H 2.811209 0.125277 -0.702197 -0.101 -0.069 -0.035 0.32
H 0.978559 0.154958 1.574828 -0.172 -0.163 -0.074 0.23
H 0.346766 -0.906037 -1.100409 0.156 -0.002 -0.051 0.26
H 0.158671 0.845669 -0.965271 0.187 -0.015 -0.082 0.35
H -1.224791 0.346780 1.159695 -0.236 0.214 -0.046 0.32
H -1.337549 -1.275892 0.592259 -0.051 -0.025 -0.076 0.34
H -3.313567 -0.225181 -0.301481 0.022 0.090 0.020 0.34
```
Positions in Å, forces in eV/Å.

Calculated values
lowest unoccupied orbital energy = 0.7 eV
HOMO energy = -9.89 eV
max |F| = 0.0147 hartree/bohr
net charge = 0
HOMO-LUMO gap = 0.3892 hartree

***

(7)
Computed, not measured: a structure of composition C4H7NO2, with wB97M-V/def2-TZVPD.

Geometry as XYZ:
```
14
Properties=species:S:1:pos:R:3:forces:R:3:mulliken_charge:R:1
C 1.132870 -0.844687 0.578964 -0.017 0.107 -0.008 -1.10
C 0.017793 -0.196443 -0.172713 -0.063 -0.035 0.025 0.40
N -1.314139 -0.293540 0.196838 0.138 0.161 -0.225 -0.21
O -1.511047 -0.674952 1.529738 -0.247 -0.137 0.197 -0.42
C 0.083102 0.482001 -1.425901 -0.239 -0.127 -0.076 -0.05
C 0.156584 1.754064 -0.668841 0.212 0.407 0.092 -0.50
O 1.221431 1.290529 -1.540080 0.359 -0.214 -0.037 -0.36
H 1.221341 -1.898055 0.279984 -0.081 0.175 0.002 0.32
H 2.071688 -0.347677 0.319224 -0.163 -0.041 -0.029 0.31
H 0.968116 -0.815392 1.658517 0.008 0.050 -0.205 0.35
H -2.272090 -1.268541 1.476396 0.198 0.017 0.100 0.35
H -0.607717 0.332780 -2.252135 0.162 0.074 0.083 0.29
H -1.694077 0.656000 0.048895 -0.293 -0.432 0.138 0.36
H 0.473114 1.713370 0.392705 0.027 -0.002 -0.056 0.26
```
Positions in Å, forces in eV/Å.

Calculated values
lowest unoccupied orbital energy = 0.6 eV
HOMO energy = -7.78 eV
max |F| = 0.0105 hartree/bohr
net charge = 0
HOMO-LUMO gap = 0.3088 hartree

***

(8)
Computed, not measured: a structure of composition C4H7NO2, with wB97M-V/def2-TZVPD.

Geometry as XYZ:
```
14
Properties=species:S:1:pos:R:3:forces:R:3:mulliken_charge:R:1
O 1.832315 0.585349 -0.330274 0.089 0.402 0.290 -0.64
C 0.565831 -0.730032 -0.305501 -0.396 -0.308 0.237 0.09
C 0.390714 -0.670847 1.101203 -0.345 -0.630 -0.195 -0.69
O -0.812562 -0.042626 1.567097 0.003 0.092 0.020 -0.36
C -1.406002 0.805740 0.724863 -0.118 0.231 -0.068 0.07
N -1.293288 0.877798 -0.537471 0.012 -0.041 0.141 -0.54
C -0.531140 -0.181570 -1.183548 0.124 -0.086 -0.056 -0.55
H 1.401212 1.429083 -0.572836 0.171 -0.225 0.087 0.39
H 1.196657 -1.513860 -0.718073 -0.015 0.204 0.082 0.33
H 0.599182 -1.534220 1.720958 0.090 0.106 -0.084 0.35
H 1.507648 0.314694 0.751170 0.280 0.348 -0.571 0.48
H -2.051535 1.507178 1.255819 0.089 -0.117 -0.089 0.40
H -1.206579 -1.016777 -1.425495 0.101 0.064 0.069 0.33
H -0.134106 0.178536 -2.137126 -0.085 -0.041 0.136 0.34
```
Positions in Å, forces in eV/Å.

Calculated values
lowest unoccupied orbital energy = 0.8 eV
HOMO energy = -8.11 eV
max |F| = 0.0145 hartree/bohr
net charge = 0
HOMO-LUMO gap = 0.3282 hartree

***

(9)
Computed, not measured: a cluster of 3 separate species, C4H7NO2 in total at a distorted geometry, with wB97M-V/def2-TZVPD.

Geometry as XYZ:
```
14
Properties=species:S:1:pos:R:3:forces:R:3:mulliken_charge:R:1
O 1.853576 0.107148 -0.580359 0.039 -0.049 0.036 -0.46
C 1.295299 0.935876 0.335281 -0.118 0.317 0.114 0.01
C 1.136235 2.235800 0.104221 0.072 -0.110 0.006 -0.67
N -1.089052 -0.583019 -0.743534 -0.430 0.048 -0.163 -0.31
C -2.324094 -0.721131 -0.986830 0.190 -0.038 0.074 -0.31
C 0.750710 -2.447175 0.441043 -0.772 -1.248 0.184 0.05
O 0.082896 -3.354164 0.568637 0.732 1.018 -0.102 -0.13
H 1.689376 -0.803551 -0.292548 0.059 0.121 -0.084 0.37
H 0.975296 0.465033 1.266629 0.068 0.104 -0.159 0.27
H 0.715483 2.887741 0.859965 0.040 -0.140 -0.090 0.26
H 1.455132 2.660365 -0.842624 -0.029 0.005 0.125 0.26
H -0.682123 0.202184 -1.256767 -0.037 -0.070 0.039 0.19
H -2.901876 -0.092259 -1.674039 0.127 -0.027 0.088 0.23
H -2.871864 -1.521755 -0.483868 0.058 0.069 -0.067 0.23
```
Positions in Å, forces in eV/Å.

Calculated values
lowest unoccupied orbital energy = 0.9 eV
HOMO energy = -8.77 eV
max |F| = 0.0288 hartree/bohr
net charge = 0
HOMO-LUMO gap = 0.3562 hartree

***

(10)
Computed, not measured: a structure of composition C4H7NO2, with wB97M-V/def2-TZVPD.

Geometry as XYZ:
```
14
Properties=species:S:1:pos:R:3:forces:R:3:mulliken_charge:R:1
C -1.555339 -0.569713 0.113646 -0.310 -0.073 0.154 -0.80
C -0.023433 -1.043257 -0.941155 0.091 0.165 -0.094 -0.46
C -0.282129 0.878205 0.087136 -0.034 0.186 -0.015 -0.73
N 1.155359 0.858232 0.191019 0.117 -0.076 0.065 -0.19
C 1.880610 -0.306489 0.185570 0.256 0.069 0.077 0.56
O 3.029264 -0.448811 0.498721 -0.485 0.039 -0.147 -0.55
O 1.059517 -1.348165 -0.193176 0.118 0.004 0.064 -0.23
H -1.397885 -1.385234 0.818675 -0.022 0.107 -0.091 0.31
H -2.192507 -0.892500 -0.706020 0.096 0.049 0.090 0.30
H -2.144541 0.197516 0.641735 0.139 -0.072 -0.100 0.37
H 0.212503 -0.241330 -1.659961 -0.013 -0.073 0.074 0.34
H -0.669237 1.300904 1.014844 0.045 -0.125 -0.125 0.47
H -0.638163 1.458812 -0.765344 0.046 -0.130 0.111 0.32
H 1.579879 1.571799 0.767932 -0.045 -0.070 -0.064 0.28
```
Positions in Å, forces in eV/Å.

Calculated values
lowest unoccupied orbital energy = 0.5 eV
HOMO energy = -8.24 eV
max |F| = 0.0099 hartree/bohr
net charge = 0
HOMO-LUMO gap = 0.3205 hartree